No. 1
{"formula": "C3H7O", "method": "the ωB97M-V functional and the def2-TZVPD basis", "symbols": ["C", "O", "C", "C", "H", "H", "H", "H", "H", "H", "H"], "xyz": [[-1.265, -0.109, 0.208], [-0.617, -1.112, -0.209], [-2.614, 0.088, 0.429], [2.250, -0.012, -0.426], [-0.629, 0.793, 0.412], [-3.313, -0.689, 0.709], [-2.852, 1.137, 0.602], [2.499, -0.568, -1.330], [2.633, 1.000, -0.530], [2.735, -0.523, 0.404], [1.173, -0.004, -0.268]], "mulliken_charge": [0.109, -0.772, -0.951, -0.552, 0.082, 0.221, 0.192, 0.222, 0.266, 0.205, -0.021], "total_charge": -1, "gap_ev": 6.5, "homo_ev": -2.090}

No. 2
{"formula": "C37H76BN4O2", "method": "the ωB97M-V functional and the def2-TZVPD basis", "symbols": ["C", "C", "O", "B", "O", "C", "N", "C", "N", "C", "C", "C", "C", "C", "C", "C", "C", "N", "N", "C", "H", "H", "H", "H", "H", "H", "H", "H", "H", "H", "H", "H", "H", "H", "H", "H", "H", "H", "H", "H", "C", "C", "C", "C", "C", "C", "H", "H", "H", "H", "H", "H", "H", "H", "H", "H", "H", "H", "H", "H", "C", "C", "C", "C", "C", "C", "H", "H", "H", "H", "H", "H", "H", "H", "H", "H", "H", "H", "H", "H", "C", "C", "C", "C", "C", "C", "H", "H", "H", "H", "H", "H", "H", "H", "H", "H", "H", "H", "H", "H", "C", "C", "C", "C", "C", "C", "H", "H", "H", "H", "H", "H", "H", "H", "H", "H", "H", "H", "H", "H"], "xyz": [[-1.139, 3.990, 1.122], [-2.287, 3.002, 1.241], [-1.825, 1.765, 1.857], [-2.142, 0.597, 1.241], [-3.369, 0.027, 1.278], [-0.978, -0.079, 0.360], [-1.192, -0.685, -0.806], [0.008, -1.074, -1.258], [0.251, -1.721, -2.387], [-0.808, -2.125, -3.305], [-0.568, -3.438, -4.009], [-1.090, -3.522, -5.300], [-0.993, -4.678, -6.038], [-0.348, -5.783, -5.503], [0.164, -5.712, -4.223], [0.060, -4.556, -3.456], [0.590, -4.612, -2.042], [0.962, -0.706, -0.367], [0.325, -0.072, 0.667], [1.075, 0.440, 1.797], [-0.845, 4.178, 0.090], [-1.448, 4.956, 1.521], [-0.264, 3.672, 1.683], [-2.704, 2.784, 0.256], [-3.092, 3.403, 1.852], [-3.424, -0.876, 1.607], [1.201, -1.967, -2.611], [-0.905, -1.354, -4.070], [-1.752, -2.146, -2.762], [-1.594, -2.669, -5.735], [-1.417, -4.730, -7.031], [-0.261, -6.699, -6.071], [0.643, -6.573, -3.775], [0.991, -5.601, -1.840], [1.400, -3.904, -1.862], [-0.198, -4.411, -1.315], [1.958, -0.848, -0.381], [1.895, 1.062, 1.448], [1.497, -0.393, 2.361], [0.410, 0.983, 2.460], [-1.134, 3.677, 5.169], [-2.216, 2.716, 5.654], [-3.617, 3.077, 5.163], [-4.128, 4.442, 5.625], [-4.163, 4.633, 7.140], [-5.089, 3.654, 7.856], [-1.292, 4.690, 5.538], [-0.149, 3.355, 5.509], [-1.113, 3.716, 4.076], [-2.199, 2.669, 6.745], [-1.979, 1.707, 5.303], [-4.315, 2.298, 5.480], [-3.623, 3.054, 4.067], [-5.137, 4.587, 5.226], [-3.515, 5.233, 5.182], [-4.492, 5.653, 7.351], [-3.154, 4.551, 7.553], [-6.110, 3.739, 7.479], [-5.112, 3.853, 8.927], [-4.766, 2.620, 7.724], [2.804, 2.873, 4.548], [4.153, 3.281, 3.966], [4.733, 2.247, 3.003], [5.010, 0.874, 3.618], [5.958, 0.890, 4.816], [7.352, 1.410, 4.479], [2.878, 1.961, 5.142], [2.402, 3.652, 5.194], [2.080, 2.702, 3.744], [4.856, 3.478, 4.778], [4.040, 4.226, 3.429], [5.651, 2.644, 2.565], [4.036, 2.119, 2.163], [5.431, 0.224, 2.843], [4.066, 0.408, 3.922], [6.042, -0.128, 5.203], [5.529, 1.486, 5.625], [7.812, 0.810, 3.691], [8.003, 1.367, 5.352], [7.328, 2.447, 4.143], [-0.317, -9.703, -4.753], [0.978, -9.754, -3.948], [2.199, -9.267, -4.728], [2.532, -10.086, -5.977], [2.773, -11.572, -5.720], [3.957, -11.847, -4.798], [-0.277, -10.355, -5.627], [-1.165, -10.023, -4.147], [-0.519, -8.689, -5.100], [1.144, -10.771, -3.584], [0.867, -9.130, -3.055], [3.064, -9.252, -4.060], [2.037, -8.226, -5.032], [3.423, -9.657, -6.444], [1.728, -9.978, -6.710], [2.949, -12.063, -6.680], [1.872, -12.034, -5.306], [4.875, -11.419, -5.206], [4.115, -12.919, -4.676], [3.803, -11.426, -3.803], [-1.077, 8.889, -3.633], [-2.560, 8.684, -3.340], [-2.841, 8.193, -1.921], [-2.226, 6.834, -1.582], [-2.646, 5.687, -2.499], [-4.143, 5.396, -2.465], [-0.516, 7.956, -3.556], [-0.929, 9.275, -4.642], [-0.638, 9.605, -2.935], [-2.985, 7.990, -4.070], [-3.085, 9.631, -3.485], [-3.922, 8.155, -1.765], [-2.462, 8.931, -1.208], [-2.497, 6.578, -0.551], [-1.135, 6.916, -1.594], [-2.103, 4.784, -2.196], [-2.335, 5.894, -3.526], [-4.472, 5.159, -1.450], [-4.393, 4.547, -3.104], [-4.726, 6.248, -2.815]], "mulliken_charge": [-1.114, -0.336, 0.013, 0.099, -0.427, -0.025, -0.431, 0.448, -0.208, -0.746, 1.251, -1.149, -0.975, -0.474, 0.001, 0.418, -1.253, -0.428, 0.660, -0.839, 0.275, 0.372, 0.220, 0.490, 0.286, 0.323, 0.344, 0.414, 0.358, 0.360, 0.392, 0.472, 0.114, 0.412, 0.183, 0.272, 0.189, 0.449, 0.337, 0.224, -0.828, -0.548, -0.202, -0.802, -0.448, -1.205, 0.408, 0.175, 0.077, 0.448, 0.318, 0.379, -0.173, 0.456, 0.328, 0.390, 0.238, 0.296, 0.388, 0.277, -0.714, -0.611, -0.604, -0.414, -0.547, -1.227, 0.301, 0.423, -0.066, 0.297, 0.386, 0.384, 0.200, 0.429, 0.169, 0.390, 0.263, 0.295, 0.386, 0.285, -0.937, -0.540, -0.374, -0.858, -0.422, -1.191, 0.313, 0.387, 0.021, 0.416, 0.349, 0.369, 0.197, 0.411, 0.319, 0.377, 0.224, 0.293, 0.383, 0.279, -1.174, -0.409, -0.858, -0.358, -0.338, -1.256, 0.268, 0.381, 0.296, 0.229, 0.374, 0.348, 0.388, 0.185, 0.377, 0.253, 0.313, 0.266, 0.382, 0.346], "total_charge": 1, "gap_ev": 8.5, "homo_ev": -11.563}

no.,calculated total energy (eV)
1,-5271.466
2,-50330.871